No. 1
Entry from the Open Molecules 2025 dataset: 2 unconnected molecules or ions with the total composition CHN4 (wB97M-V/def2-TZVPD).

Each line ends with the Löwdin charge.
Atoms and positions in Å:
C 0.51312 -0.08143 -1.11938  -0.12
N -2.12844 0.04296 1.19861  -0.34
N 0.69378 -0.29051 -2.23460  0.00
N -0.95952 0.18315 1.72465  -0.28
N -1.97868 -1.06670 1.82535  -0.23
H 0.27162 0.08823 -0.08697  -0.03

LUMO level (alpha / beta) ... 4.6808 / 4.6808 eV
Net charge ... -1
DFT total energy ... -257.5987 Ha
Gap between HOMO and LUMO (alpha / beta) ... 6.44 / 6.43 eV
Spin multiplicity ... 1
F_max ... 1.669 eV/A

***

No. 2
Entry from the Open Molecules 2025 dataset: 11 unconnected molecules or ions with the total composition C42H106BClO23P2 (wB97M-V/def2-TZVPD).

Each line ends with the Löwdin charge.
Atoms and positions in Å:
C 1.25291 -0.10962 0.82762  -0.08
C 0.25333 -0.69939 1.82515  -0.22
C -0.82830 0.30835 2.22530  -0.17
C -1.94899 0.34285 1.15768  -0.29
C -2.92608 -0.77406 1.53410  -0.03
C -2.56312 1.75896 0.89268  -0.35
O -3.50205 1.92174 -0.15662  -0.05
C -4.74447 1.30510 -0.53022  -0.39
C -4.35184 0.08690 -1.37251  -0.14
C -5.28153 -1.11093 -1.43136  -0.16
C -4.66904 -2.31519 -2.19588  -0.17
C -3.23181 -2.13917 -2.66852  -0.23
C -2.60226 -3.44866 -3.13748  -0.16
C -1.07657 -3.35205 -3.28864  -0.22
O -0.65438 -2.00645 -3.21942  -0.26
C 0.43308 -1.68714 -4.06261  -0.11
C -5.79316 1.03846 0.53673  0.01
C -6.57018 2.15385 1.25064  -0.47
O -7.20370 1.85522 2.28214  0.06
O -6.68404 3.35230 0.68667  0.13
O -5.27433 2.29355 -1.41432  0.15
B -6.35074 2.01593 -2.23539  -0.79
O -7.63931 1.98866 -1.75676  0.20
O -6.12485 1.70398 -3.57132  0.19
C -1.38900 2.64140 0.41143  -0.44
O -1.58627 3.99158 0.77501  -0.18
C -0.39980 4.68039 1.14174  -0.21
C -0.54986 6.16471 0.91487  -0.11
C -0.12037 6.66658 -0.45320  -0.22
O 1.23060 7.07173 -0.51021  -0.14
C 2.13217 6.09914 -0.99465  -0.26
C 1.97259 5.80429 -2.49043  -0.07
P -0.97166 2.78701 -1.42537  0.67
O -2.33223 3.47992 -1.96025  -0.31
Cl -1.18703 0.87013 -2.14444  0.42
P -3.14076 2.55914 2.48348  0.53
O -4.03041 3.72139 2.26769  -0.24
O -3.86616 1.41643 3.29770  -0.11
O -1.91278 2.90105 3.44090  -0.09
H 2.18543 -0.66599 0.85130  0.05
H 1.45173 0.94112 1.02363  0.06
H 0.87728 -0.21072 -0.18932  0.05
H -0.19988 -1.56551 1.34535  0.11
H 0.78154 -1.06637 2.70131  0.09
H -0.32124 1.25415 2.37721  0.08
H -1.26331 -0.00514 3.17097  0.09
H -1.48415 0.03470 0.22517  0.08
H -2.40233 -1.72566 1.45540  0.09
H -3.79423 -0.85151 0.90483  0.05
H -3.25124 -0.68645 2.56535  0.05
H -3.42149 -0.24989 -0.93734  0.06
H -4.07796 0.43408 -2.36212  0.12
H -5.56618 -1.44159 -0.43594  0.11
H -6.21666 -0.83358 -1.92088  0.12
H -4.70230 -3.19469 -1.55598  0.11
H -5.28658 -2.53648 -3.06415  0.11
H -3.18165 -1.43225 -3.49197  0.12
H -2.60160 -1.76660 -1.86715  0.09
H -3.07172 -3.79727 -4.05460  0.11
H -2.82096 -4.20209 -2.38012  0.11
H -0.76647 -3.78957 -4.23845  0.11
H -0.59215 -3.94237 -2.50749  0.12
H 0.89814 -0.79325 -3.65767  0.06
H 0.07799 -1.48416 -5.07265  0.09
H 1.17231 -2.48113 -4.09867  0.07
H -6.58460 0.43828 0.09356  0.13
H -5.40240 0.43864 1.34783  0.12
H -5.83963 3.61137 0.30092  0.11
H -8.22119 2.51225 -2.30503  0.11
H -5.61561 2.36976 -4.03081  0.11
H -0.46000 2.28557 0.84981  0.09
H 0.45375 4.27521 0.59931  0.10
H -0.20572 4.51273 2.20617  0.10
H 0.00971 6.66098 1.70440  0.11
H -1.59713 6.41859 1.07083  0.13
H -0.71960 7.53378 -0.72091  0.12
H -0.34263 5.89925 -1.20034  0.10
H 3.12201 6.50381 -0.80545  0.11
H 2.06523 5.17244 -0.42304  0.10
H 1.14909 6.39668 -2.87986  0.07
H 2.87042 6.04362 -3.04657  0.07
H 1.69981 4.76543 -2.65657  0.05
H -2.06967 4.20305 -2.53254  0.05
H -4.62178 1.80953 3.76016  0.11
H -1.09761 3.12777 2.98895  0.04
C 1.60505 4.20875 5.15447  -0.08
C 2.13695 2.97890 4.44427  -0.30
O 1.98428 3.07280 3.02451  -0.10
H 0.55731 4.36011 4.89290  0.05
H 1.68917 4.11243 6.23756  0.08
H 2.14693 5.10434 4.84381  0.08
H 1.58035 2.09062 4.73933  0.11
H 3.19068 2.81441 4.69229  0.11
H 2.47572 3.84286 2.72813  0.08
C 3.90071 -3.86705 4.12102  -0.09
C 2.81108 -3.00848 3.50649  -0.31
O 3.09505 -2.66419 2.14925  -0.09
H 4.86069 -3.34975 4.07955  0.08
H 3.67849 -4.09895 5.16266  0.08
H 4.00324 -4.80973 3.57772  0.08
H 2.72128 -2.06285 4.03860  0.11
H 1.84605 -3.52266 3.56179  0.11
H 3.15615 -3.48314 1.64767  0.08
C 6.80292 -1.92344 0.10439  -0.08
C 5.95184 -3.12350 -0.26116  -0.32
O 5.77819 -4.01709 0.84023  -0.09
H 7.78106 -2.24729 0.46061  0.08
H 6.94283 -1.26660 -0.75468  0.08
H 6.32824 -1.34737 0.90143  0.08
H 6.42932 -3.70835 -1.04728  0.10
H 4.97448 -2.79224 -0.62831  0.11
H 5.34644 -3.52526 1.54707  0.05
C -2.71050 7.34073 5.44805  -0.08
C -1.26987 6.88781 5.58796  -0.31
O -0.54308 7.03960 4.36663  -0.10
H -3.21022 6.77847 4.65892  0.08
H -3.25802 7.19781 6.38042  0.06
H -2.75865 8.39886 5.17984  0.08
H -1.22473 5.82848 5.83525  0.10
H -0.76457 7.44836 6.38180  0.11
H -0.57400 7.97393 4.14738  0.08
C 2.70355 -4.99670 -7.72793  -0.09
C 2.55504 -3.95019 -6.64274  -0.32
O 1.51462 -4.26856 -5.71784  -0.10
H 1.77048 -5.10660 -8.28118  0.08
H 3.49152 -4.73580 -8.43010  0.06
H 2.94828 -5.96622 -7.29007  0.07
H 2.29743 -2.98685 -7.08351  0.11
H 3.49414 -3.83820 -6.09637  0.09
H 1.75167 -5.11344 -5.32496  0.07
C 8.02038 -7.17372 1.04609  -0.09
C 8.27210 -6.82616 -0.40727  -0.30
O 7.10578 -7.03605 -1.20204  -0.12
H 7.70760 -8.21378 1.14111  0.08
H 8.91366 -7.02132 1.65367  0.07
H 7.21791 -6.54792 1.44248  0.06
H 9.05081 -7.45594 -0.83425  0.11
H 8.59213 -5.78261 -0.50330  0.11
H 6.41589 -6.47266 -0.83967  0.03
C 5.14590 -7.28444 -12.20616  -0.09
C 4.96914 -6.27098 -11.09063  -0.32
O 3.93338 -6.63393 -10.18150  -0.09
H 4.21330 -7.40693 -12.75659  0.07
H 5.92475 -6.97087 -12.90222  0.07
H 5.42469 -8.25970 -11.80060  0.07
H 4.67753 -5.30364 -11.49646  0.11
H 5.91118 -6.13864 -10.54704  0.11
H 4.16677 -7.47965 -9.79228  0.08
C -2.28689 -0.64724 6.00785  -0.08
C -2.40989 -1.91691 5.18634  -0.32
O -3.76385 -2.31932 5.01080  -0.07
H -2.73885 -0.77904 6.99075  0.08
H -1.24045 -0.36547 6.14023  0.07
H -2.80333 0.17291 5.50420  0.06
H -1.91149 -2.75084 5.67871  0.11
H -1.94036 -1.77727 4.20473  0.08
H -4.22822 -1.60545 4.56480  0.07
C -7.05533 7.43009 6.56962  -0.09
C -6.33380 7.99096 7.78105  -0.32
O -6.68665 9.35096 8.02561  -0.08
H -6.83433 8.03019 5.68735  0.08
H -6.76031 6.39874 6.37230  0.07
H -8.13669 7.45158 6.72241  0.07
H -5.25676 7.98383 7.62336  0.09
H -6.54564 7.38945 8.67181  0.11
H -7.63274 9.38570 8.18094  0.08
C 5.25526 -5.85119 -2.50870  -0.10
C 4.26951 -5.20801 -3.46449  -0.30
O 4.26509 -5.83445 -4.75046  -0.08
H 6.26281 -5.82071 -2.92106  0.09
H 5.26041 -5.33789 -1.54713  0.05
H 4.99897 -6.89828 -2.33285  0.09
H 4.53493 -4.16819 -3.64883  0.11
H 3.25924 -5.22582 -3.03994  0.11
H 4.02653 -6.75674 -4.62738  0.09

LUMO level ... 0.2880 eV
Net charge ... 0
DFT total energy ... -4562.2311 Ha
SMILES string ... CCC[C@@H](C)[C@](O[C@@](CCCCCCOC)(CC(=O)O)OB(O)O)([C@H](OCCCOCC)P(O)Cl)P(=O)(O)O.CCO.CCO.CCO.CCO.CCO.CCO.CCO.CCO.CCO.CCO
Gap between HOMO and LUMO ... 9.13 eV
Spin multiplicity ... 1
F_max ... 3.177 eV/A

***

No. 3
Entry from the Open Molecules 2025 dataset: a molecular structure, C7H16N2O (wB97M-V/def2-TZVPD).

Each line ends with the Löwdin charge.
Atoms and positions in Å:
C 1.32951 0.63800 0.43901  -0.34
C 1.48300 -2.13169 0.57919  -0.04
C 1.44993 1.97505 -0.27375  -0.09
N 1.88422 -2.26922 -0.65694  0.04
O 0.97058 0.89702 1.77964  -0.06
H 0.91723 0.06533 2.25929  0.07
H 2.29847 0.14048 0.35031  0.09
H 1.18639 -1.60775 -1.41603  0.07
H 2.88751 -2.22259 -0.80524  0.10
H 0.42261 -2.20178 0.77163  0.07
H 2.16910 -2.13123 1.41781  0.09
H 2.21088 2.58303 0.22410  0.08
H 0.51070 2.52792 -0.26435  0.07
H 1.74916 1.82317 -1.31005  0.08
C -1.40880 0.48423 -0.04744  -0.41
C -2.01672 -0.60913 0.84169  -0.07
C -2.39333 0.93228 -1.13173  -0.07
C -0.14325 -0.03707 -0.67821  -0.35
N 0.09092 -0.68905 -1.66700  0.09
H -1.16255 1.33213 0.59246  0.12
H -2.64015 0.09783 -1.78786  0.08
H -2.23221 -1.50380 0.25471  0.08
H -1.34187 -0.87555 1.65638  0.06
H -2.94640 -0.25192 1.28783  0.08
H -3.31070 1.30705 -0.67369  0.07
H -1.96423 1.72728 -1.74177  0.08

LUMO level (alpha / beta) ... -0.1231 / -0.1220 eV
Net charge ... 0
DFT total energy ... -460.9158 Ha
Gap between HOMO and LUMO (alpha / beta) ... 6.74 / 6.74 eV
Spin multiplicity ... 1
F_max ... 2.797 eV/A

***

No. 4
Entry from the Open Molecules 2025 dataset: a molecular structure, C26H29HfN8S2 (wB97M-V/def2-TZVPD).

Each line ends with the Löwdin charge.
Atoms and positions in Å:
Hf 0.06995 -0.08586 -0.33365  1.46
C -2.02880 3.72458 1.63112  0.03
C -1.47797 2.63713 0.77883  -0.20
N -1.13099 1.46127 1.17171  -0.04
N -1.26996 1.07489 2.47536  0.01
C -1.44398 -0.23761 2.76612  -0.83
N -1.64575 -0.56312 4.02771  0.17
S -1.44858 -1.41505 1.54663  0.64
C -1.35287 2.84803 -0.68262  -0.20
C -1.69713 4.04006 -1.29161  0.04
C -1.57164 4.15983 -2.67302  0.03
C -1.12123 3.07440 -3.40309  0.02
C -0.81450 1.90430 -2.72804  -0.09
N -0.92366 1.78707 -1.40076  -0.02
H -2.09410 3.47447 2.68503  0.08
H -3.03432 3.98144 1.28959  0.12
H -1.42049 4.62538 1.53408  0.12
H -1.41772 1.77561 3.18672  0.16
H -1.68558 0.10925 4.78073  0.15
H -1.78889 -1.53172 4.26803  0.13
H -2.06252 4.87224 -0.70812  0.13
H -1.82522 5.09119 -3.16159  0.14
H -1.00019 3.13152 -4.47537  0.14
H -0.46253 1.02983 -3.26120  0.12
N -2.53173 -2.69583 -2.93517  0.18
C -2.39202 -1.67894 -2.09133  -0.12
N -1.14801 -1.56819 -1.64092  -0.06
C -0.43287 -2.62598 -2.24002  -0.23
C 0.89584 -3.02706 -2.10155  -0.03
C 1.30882 -4.10765 -2.85346  -0.05
C 0.43138 -4.78953 -3.70943  -0.04
C -0.89313 -4.42504 -3.82567  0.03
C -1.30748 -3.33555 -3.06841  -0.16
H -3.39108 -2.97099 -3.38881  0.19
H -3.20826 -1.03090 -1.81164  0.15
H 1.57815 -2.50955 -1.43506  0.07
H 2.33529 -4.44452 -2.79109  0.12
H 0.80456 -5.62452 -4.28596  0.13
H -1.57140 -4.96302 -4.47434  0.13
C 1.80886 0.16510 -1.55831  -0.21
C 2.75132 0.18861 -2.34344  -0.09
C 3.84001 0.16865 -3.25157  -0.26
C 3.80374 -0.72900 -4.32984  -0.03
C 4.86358 -0.77858 -5.21408  -0.05
C 5.96087 0.05724 -5.03478  -0.03
C 5.99797 0.94967 -3.96958  -0.04
C 4.94487 1.01115 -3.07654  -0.02
H 2.93995 -1.37018 -4.45443  0.11
H 4.83743 -1.46814 -6.04692  0.12
H 6.78875 0.01428 -5.72934  0.12
H 6.85127 1.60027 -3.83553  0.12
H 4.95879 1.70545 -2.24648  0.12
C 4.40174 -2.84237 -0.08994  -0.03
N 3.47983 -1.79607 0.33710  -0.04
C 2.68232 -1.87066 1.39505  -0.75
S 1.75745 -0.45887 1.82542  0.61
N 2.63331 -2.98283 2.10592  0.01
C 1.79324 -3.23883 3.27174  -0.05
H 4.81098 -2.56171 -1.05645  0.10
H 3.88001 -3.79486 -0.20088  0.09
H 5.23006 -2.96537 0.61102  0.11
H 3.60306 -0.87691 -0.05743  0.10
H 3.24818 -3.73895 1.83723  0.14
H 1.57126 -2.30547 3.77782  0.06
H 2.33191 -3.88729 3.95817  0.11
H 0.86580 -3.73072 2.97911  0.09

LUMO level ... -9.6415 eV
Net charge ... +3
DFT total energy ... -2289.8222 Ha
Gap between HOMO and LUMO ... 6.04 eV
Spin multiplicity ... 1
F_max ... 1.375 eV/A